No. 1
Molecular formula: C3H5N
Method: DFT, ωB97M-V with the def2-TZVPD basis set

```
9
Properties=species:S:1:pos:R:3
C 0.890 -0.540 0.002
C -0.041 0.655 0.001
C -1.611 0.124 0.003
N -2.723 -0.256 -0.002
H 0.753 -1.146 0.895
H 1.922 -0.192 -0.023
H 0.711 -1.168 -0.868
H 0.062 1.268 0.892
H 0.036 1.256 -0.901
```

The value obtained for the LUMO energy is 0.8 eV. Its structure (SMILES) is CCC#N. For the energy relative to the best compared isomer or geometry (same formula, charge and spin), the calculation gives 0.440 eV. The HOMO energy is -11.7284 eV. Its spin multiplicity is 1. The calculation puts the energy at -4681.417 eV. As for the orbital gap: 12.5367 eV.

No. 2
Molecular formula: C9H18NOS
Method: DFT, ωB97M-V with the def2-TZVPD basis set

```
30
Properties=species:S:1:pos:R:3
C 2.968 -1.155 -0.095
C 1.476 -0.870 -0.262
C 1.009 -1.311 -1.649
C 1.069 0.611 -0.003
C 2.224 1.595 0.185
C 0.152 0.749 1.206
O -0.921 -0.225 1.191
C -2.159 0.264 0.937
C -3.209 -0.823 1.054
S -4.627 -0.209 0.077
C -3.555 0.640 -0.924
N -2.340 0.734 -0.494
H 3.177 -2.183 -0.393
H 3.295 -1.049 0.940
H 3.582 -0.504 -0.717
H 0.951 -1.489 0.468
H 1.171 -2.379 -1.797
H 1.556 -0.779 -2.431
H -0.058 -1.116 -1.793
H 0.510 0.956 -0.885
H 1.848 2.587 0.444
H 2.894 1.274 0.981
H 2.809 1.699 -0.727
H 0.700 0.604 2.138
H -0.284 1.754 1.241
H -2.424 1.136 1.554
H -2.857 -1.730 0.562
H -3.492 -1.036 2.080
H -3.865 1.071 -1.869
H -1.599 1.183 -1.018
```

The value obtained for the LUMO energy is -4.5 eV. For the energy relative to the best compared isomer or geometry (same formula, charge and spin), the calculation gives 0.000 eV. The HOMO energy is -14.0124 eV. Its charge is +1. Its spin multiplicity is 1. The calculation puts the energy at -23990.977 eV. As for the orbital gap: 9.5395 eV.

No. 3
Molecular formula: C14H19NO4
Method: DFT, ωB97M-V with the def2-TZVPD basis set

```
38
Properties=species:S:1:pos:R:3
C -6.732 0.010 0.142
C -5.264 -0.376 0.224
O -4.500 0.783 -0.055
C -3.150 0.710 -0.034
C -2.413 -0.441 0.237
C -1.031 -0.395 0.242
C -0.354 0.788 -0.028
C 1.125 0.893 -0.053
O 1.719 1.710 -0.739
N 1.800 0.035 0.743
C 3.248 0.056 0.769
C 3.692 1.502 0.492
O 3.467 2.396 1.265
O 4.506 1.632 -0.556
C 3.874 -1.004 -0.159
C 3.730 -2.393 0.464
C 3.258 -0.983 -1.555
C -1.096 1.932 -0.324
C -2.470 1.899 -0.320
H -7.355 -0.855 0.349
H -6.962 0.386 -0.851
H -6.951 0.790 0.866
H -5.037 -1.162 -0.510
H -5.026 -0.751 1.229
H -2.906 -1.379 0.441
H -0.488 -1.311 0.430
H 1.313 -0.584 1.367
H 3.565 -0.146 1.802
H 4.716 2.570 -0.683
H 4.939 -0.766 -0.243
H 4.191 -2.430 1.448
H 4.212 -3.136 -0.167
H 2.680 -2.664 0.561
H 3.797 -1.664 -2.208
H 2.215 -1.294 -1.521
H 3.305 0.016 -1.976
H -0.565 2.843 -0.550
H -3.053 2.780 -0.537
```

The value obtained for the LUMO energy is 0.6 eV. Its structure (SMILES) is CCOc1ccc(C(=O)N[C@H](C(=O)O)C(C)C)cc1. For the energy relative to the best compared isomer or geometry (same formula, charge and spin), the calculation gives 0.529 eV. The HOMO energy is -8.7613 eV. Its spin multiplicity is 1. The calculation puts the energy at -24507.362 eV. As for the orbital gap: 9.4023 eV.

No. 4
Molecular formula: H5NOS2Si
Method: DFT, ωB97M-V with the def2-TZVPD basis set

```
10
Properties=species:S:1:pos:R:3
N -0.992 1.280 1.036
O 1.120 0.600 0.054
Si -0.321 0.032 0.100
S 2.733 -0.096 -0.144
S -1.132 -1.971 -0.072
H -1.786 1.345 1.603
H -0.147 1.699 1.484
H 1.007 -0.667 -2.027
H 1.761 -0.820 -1.846
H -2.243 -1.401 -0.187
```

The value obtained for the LUMO energy (alpha / beta) is -0.1 / -2.6 eV. For the energy relative to the best compared isomer or geometry (same formula, charge and spin), the calculation gives 0.550 eV. The HOMO energy (alpha / beta) is -5.8214 / -9.6262 eV. Its spin multiplicity is 3. The calculation puts the energy at -33163.594 eV. As for the orbital gap (alpha / beta): 5.7080 / 7.0180 eV.